Entry 1:
{
  "formula": "C3H4O3",
  "method": "wB97M-V/def2-TZVPD",
  "gap_ev": [8.21, 8.20],
  "multiplicity": 1,
  "species": ["C", "C", "C", "O", "O", "O", "H", "H", "H", "H"],
  "coordinates": [[-0.9913, 0.9893, -0.2359], [0.4029, 0.5423, -0.1571], [-0.7393, -0.4024, -0.7349], [-1.9179, 1.7517, -0.0316], [1.6149, 0.7910, -0.6030], [-1.1848, -1.6467, -0.2785], [0.5151, 0.2487, 1.7891], [-0.5006, -0.4619, -1.7399], [1.7198, 1.7699, -0.6236], [-1.7657, -1.4840, 0.5391]],
  "atomic_forces_ev_per_a": [[-2.256, 0.606, -0.435], [-1.133, -1.629, 3.829], [1.096, 0.022, 2.617], [2.096, -0.867, -0.021], [0.235, 1.378, -0.707], [-1.097, 1.249, 1.853], [-0.571, 0.408, -3.087], [0.057, 0.037, -2.324], [0.236, -0.806, 0.027], [1.337, -0.397, -1.752]]
}

***

Entry 2:
{
  "formula": "C34H92N8O9",
  "method": "wB97M-V/def2-TZVPD",
  "smiles": "COC[C@H](C)N.COC[C@H](C)N.COC[C@H](C)N.COC[C@H](C)N.COC[C@H](C)N.COC[C@H](C)N.COC[C@H](C)N.COCCNCCOC",
  "gap_ev": 9.18,
  "multiplicity": 1,
  "species": ["C", "C", "C", "O", "C", "N", "H", "H", "H", "H", "H", "H", "H", "H", "H", "H", "H", "C", "C", "C", "O", "C", "N", "H", "H", "H", "H", "H", "H", "H", "H", "H", "H", "H", "C", "C", "C", "O", "C", "N", "H", "H", "H", "H", "H", "H", "H", "H", "H", "H", "H", "C", "C", "C", "O", "C", "N", "H", "H", "H", "H", "H", "H", "H", "H", "H", "H", "H", "C", "C", "C", "O", "C", "N", "H", "H", "H", "H", "H", "H", "H", "H", "H", "H", "H", "C", "C", "C", "O", "C", "N", "H", "H", "H", "H", "H", "H", "H", "H", "H", "H", "H", "C", "C", "C", "O", "C", "N", "H", "H", "H", "H", "H", "H", "H", "H", "H", "H", "H", "C", "O", "C", "C", "N", "C", "C", "O", "C", "H", "H", "H", "H", "H", "H", "H", "H", "H", "H", "H", "H", "H", "H", "H"],
  "coordinates": [[0.6593, -0.3941, -1.5883], [-0.2634, -1.1065, -0.5689], [-1.3101, -0.1431, 0.0213], [-1.6389, -0.4948, 1.3615], [-2.7345, -1.3679, 1.4657], [-0.7748, -2.2402, -1.2329], [1.4219, -1.0622, -1.9885], [1.1516, 0.4039, -1.0323], [0.1630, 0.0787, -2.4358], [0.3928, -1.4385, 0.2355], [-2.2776, -0.2459, -0.4701], [-0.8900, 0.8626, 0.0020], [-2.7934, -1.6536, 2.5160], [-2.5863, -2.2394, 0.8282], [-3.6812, -0.8653, 1.2675], [0.0202, -2.7818, -1.5406], [-1.2812, -2.8818, -0.6396], [-5.9391, 0.2478, 3.2978], [-6.8334, 1.0318, 4.2843], [-6.1561, 1.6744, 5.5173], [-6.9735, 2.3783, 6.4786], [-8.0323, 1.7820, 7.0817], [-7.5149, 2.0190, 3.4071], [-5.3040, -0.5024, 3.7689], [-5.1382, 0.7919, 2.7972], [-6.5646, -0.1862, 2.5177], [-7.7210, 0.5120, 4.6451], [-5.4476, 2.4590, 5.2517], [-5.5504, 0.9281, 6.0315], [-8.7441, 2.4796, 7.5232], [-7.6179, 1.1484, 7.8659], [-8.7087, 1.1618, 6.4936], [-7.1261, 2.9397, 3.5527], [-7.3210, 1.8348, 2.4331], [2.6501, 0.6615, 3.9638], [1.4402, 0.1230, 3.1951], [0.3827, -0.3885, 4.2120], [-0.0661, 0.6154, 5.1052], [-0.8687, 0.1771, 6.1639], [0.9212, 1.2546, 2.4380], [3.0662, -0.1153, 4.6053], [2.6337, 1.4581, 4.7076], [3.3674, 1.0391, 3.2350], [1.8002, -0.7224, 2.6087], [0.7717, -1.1344, 4.9051], [-0.4956, -0.8015, 3.7158], [-0.3424, -0.5827, 6.7416], [-1.8021, -0.2584, 5.8073], [-1.2653, 0.9089, 6.8678], [0.3890, 1.8280, 3.0768], [0.1197, 0.8779, 1.9524], [5.8683, 1.2625, -3.1553], [4.5479, 0.6686, -2.9296], [3.3658, 1.3845, -3.7545], [3.5977, 1.4011, -5.1795], [2.5154, 1.8253, -5.8780], [4.6358, -0.6855, -3.2601], [6.0598, 1.2470, -4.2283], [6.6975, 0.9225, -2.5350], [5.8504, 2.3454, -3.0322], [4.3481, 0.8128, -1.8678], [3.3910, 2.4560, -3.5559], [2.4056, 0.9981, -3.4128], [1.8184, 1.0110, -5.6803], [2.5516, 1.7086, -6.9611], [2.0890, 2.7567, -5.5054], [5.5584, -1.0220, -3.0240], [4.6547, -0.8444, -4.2574], [-3.0178, -5.5254, 3.9660], [-1.9557, -4.9709, 2.9984], [-0.5107, -5.5461, 3.1328], [0.4808, -4.8516, 2.3378], [0.5355, -3.4991, 2.3610], [-2.4239, -5.1356, 1.6207], [-2.5901, -5.8535, 4.9134], [-3.5548, -6.3327, 3.4679], [-3.7256, -4.8131, 4.3900], [-1.9919, -3.9035, 3.2161], [-0.3260, -6.6173, 3.0514], [-0.1619, -5.4349, 4.1595], [-0.3721, -3.0346, 1.9756], [1.3073, -3.0778, 1.7168], [0.6902, -3.1104, 3.3675], [-2.8527, -6.0496, 1.6475], [-1.5690, -5.2571, 1.0967], [-3.0785, 1.8734, -3.8862], [-2.0194, 2.3815, -2.9610], [-0.5132, 2.5712, -3.4648], [-0.2574, 3.8714, -4.1619], [-0.9804, 4.1036, -5.4373], [-2.4890, 3.6232, -2.3557], [-3.3512, 2.5929, -4.6583], [-3.9503, 1.7162, -3.2511], [-2.8814, 0.8593, -4.2339], [-1.9067, 1.7211, -2.1012], [-0.3000, 1.8767, -4.2774], [0.1999, 2.4413, -2.6508], [-2.0531, 4.2041, -5.2715], [-0.7433, 3.3216, -6.1586], [-0.6341, 5.0463, -5.8610], [-1.7536, 4.0902, -1.8447], [-2.5197, 4.3043, -3.1009], [1.6667, 3.8074, -0.5859], [0.9204, 5.1002, -0.2868], [1.9002, 6.3160, -0.2575], [1.0071, 7.3423, 0.1174], [1.7443, 8.5402, 0.3139], [-0.0470, 5.1158, -1.3605], [1.2374, 2.8516, -0.2857], [2.6002, 3.9320, -0.0371], [2.0505, 3.7757, -1.6056], [0.3128, 5.0196, 0.6145], [2.4001, 6.5807, -1.1892], [2.7107, 6.2123, 0.4640], [2.2756, 8.3681, 1.2499], [1.1402, 9.3726, 0.6747], [2.3661, 8.8725, -0.5174], [0.3534, 4.8100, -2.2359], [-0.2026, 6.0999, -1.5260], [3.3634, -3.9404, -6.2988], [2.6532, -3.0159, -5.5075], [1.5668, -3.3101, -4.6573], [1.8815, -4.3900, -3.6216], [2.1551, -3.6629, -2.3521], [2.9494, -4.6304, -1.6414], [3.6021, -4.0075, -0.3550], [4.5784, -5.0117, 0.1046], [5.4894, -4.4765, 1.1484], [4.0668, -4.3230, -5.5593], [3.7512, -3.3042, -7.0944], [2.6620, -4.6470, -6.7426], [0.7586, -3.6369, -5.3116], [1.1976, -2.3842, -4.2162], [2.6850, -5.0292, -3.9876], [0.9800, -4.9328, -3.3374], [2.7114, -2.8476, -2.5664], [3.8286, -5.0768, -2.1060], [2.2786, -5.4394, -1.3523], [2.7743, -3.9359, 0.3505], [4.1423, -3.0801, -0.5450], [6.0685, -5.3508, 1.4456], [5.0359, -3.9011, 1.9554], [6.1106, -3.6859, 0.7273]],
  "atomic_forces_ev_per_a": [[-0.037, 0.503, 0.769], [0.963, 1.298, -0.437], [-0.157, -1.285, 0.128], [0.656, 0.552, 0.564], [0.156, 0.036, 0.484], [-1.081, -1.561, -0.861], [-0.044, -0.079, 0.144], [0.343, 0.158, -0.102], [-0.425, -0.222, 0.040], [0.166, 0.427, 0.599], [0.262, 0.558, -0.993], [-0.332, 0.131, 0.110], [0.125, -0.311, -0.011], [-0.373, -0.157, 0.137], [-0.125, 0.071, -0.472], [0.248, -0.224, -0.409], [-0.273, 0.079, 0.271], [0.719, -0.731, 1.180], [-0.533, 1.234, -1.028], [-0.006, 0.266, 0.159], [0.985, 1.212, -2.210], [-1.097, -1.658, 1.208], [0.010, 1.082, 0.308], [-0.526, -0.685, 0.247], [-0.435, 1.014, 0.022], [0.053, -0.223, 0.171], [0.617, -1.115, 0.199], [0.016, -0.050, -0.465], [-0.130, -0.445, 0.174], [0.550, 0.564, 0.102], [-0.404, -0.339, 0.476], [0.322, -0.210, -0.703], [-0.060, 0.302, 0.197], [-0.046, -0.220, -0.047], [1.164, -0.452, 0.332], [-0.309, 1.529, 2.890], [-0.285, -0.559, 0.750], [0.124, 2.024, -0.114], [-0.520, -1.091, -0.159], [-0.836, -0.669, -0.963], [0.451, -0.488, -0.456], [-1.388, 0.412, -0.294], [0.284, -0.411, -0.025], [-0.316, 0.182, -0.398], [0.512, -0.717, -0.439], [-0.051, -0.180, -0.383], [0.071, -0.198, 0.186], [-0.116, -0.496, -0.405], [0.883, 0.816, -0.363], [0.466, 0.513, 0.690], [-0.171, -0.216, -0.835], [1.057, 2.903, -1.283], [-1.450, 1.861, -0.551], [1.932, 0.705, 0.243], [2.693, -1.150, 1.350], [-2.559, -1.443, -0.090], [-0.407, -3.124, -0.284], [0.587, -0.672, -0.079], [-0.185, -0.504, -0.169], [-0.091, 0.332, 0.553], [-0.724, -0.199, 0.139], [-0.146, 0.133, 0.921], [-0.186, -0.398, -0.543], [-1.327, 0.241, 0.099], [1.038, 0.748, -0.030], [0.045, 0.355, -0.301], [0.100, -0.205, 0.544], [-0.576, 0.303, -0.420], [0.556, -0.360, 0.548], [-0.151, 0.065, 0.276], [0.587, 1.667, 1.589], [-0.312, -2.981, -0.928], [-0.752, 2.037, 0.353], [0.107, -0.142, 0.342], [0.430, -0.642, -0.186], [-0.115, -0.158, 0.388], [-0.189, 0.416, -0.900], [0.849, 0.161, -0.049], [-0.596, -0.043, -1.104], [-0.265, 0.540, 0.594], [-0.390, 0.149, 0.034], [0.376, -0.603, 0.009], [0.093, 0.147, 0.317], [-0.250, -0.240, -0.639], [0.036, 0.065, -0.684], [-0.408, -0.743, 0.400], [2.103, 1.166, 1.101], [-1.638, 0.724, -2.525], [-0.739, -0.235, -0.065], [0.850, -0.381, 1.576], [-0.368, 0.599, -0.432], [0.119, -0.312, -0.173], [-0.249, 0.318, -0.046], [0.335, 0.205, -0.615], [-0.089, -0.556, -0.171], [0.129, -0.738, 0.298], [-0.051, 0.489, -0.124], [0.012, -0.237, -0.040], [-0.185, -0.255, 0.056], [0.244, -0.008, 0.339], [0.455, -0.407, 0.903], [-0.652, 0.195, -0.555], [2.040, 0.298, 1.318], [0.898, -1.880, -1.511], [-1.778, -0.740, 0.562], [0.457, 1.504, -0.559], [-0.464, 0.081, 1.744], [-0.566, 1.816, -0.443], [-0.319, 0.266, -0.050], [0.282, -0.694, 0.418], [-0.510, -0.009, -0.332], [0.647, 0.337, 0.432], [-0.217, -0.371, -0.563], [-0.046, -0.239, 0.477], [1.158, -0.013, -0.238], [-0.782, -0.101, -0.774], [0.067, -0.303, -0.068], [0.236, -0.212, -0.162], [-0.901, 0.378, -0.178], [-1.229, 0.691, 1.106], [-0.209, 2.501, 0.545], [-0.305, -1.597, -1.541], [-1.617, 2.386, 0.442], [1.115, -1.317, -0.958], [1.310, 0.840, 2.894], [-0.008, -2.352, -0.280], [-0.106, 1.881, 1.221], [-0.797, -0.190, -1.751], [0.655, -0.871, -1.067], [0.613, -0.457, 0.085], [0.272, -0.582, 0.027], [-0.407, -0.300, -0.063], [0.434, 0.042, 0.174], [-0.001, -0.129, 0.231], [0.069, -0.603, -0.712], [0.434, 0.258, -0.097], [-0.119, 0.028, -0.960], [0.143, -0.168, 0.181], [0.356, 0.525, 0.498], [-0.297, 0.234, -0.118], [-0.023, 0.393, 0.305], [-0.751, -0.797, 0.361], [0.508, -0.287, -0.547]]
}

***

Entry 3:
{
  "formula": "C6H8N",
  "method": "wB97M-V/def2-TZVPD",
  "gap_ev": [7.48, 7.48],
  "charge": 1,
  "multiplicity": 1,
  "species": ["C", "C", "C", "C", "C", "C", "N", "H", "H", "H", "H", "H", "H", "H", "H"],
  "coordinates": [[-1.3613, -0.6363, 0.7670], [-2.0699, 0.4021, 0.0707], [0.8002, -1.0264, -0.7334], [1.5149, 1.0934, 0.4465], [1.2401, -0.2546, 0.5249], [-0.2425, -0.3520, -0.0778], [-0.9474, 0.8140, -0.5751], [-1.4647, -1.3813, 1.4898], [-3.1013, 0.7436, 0.0024], [1.2439, -0.6430, -1.6501], [0.8014, -2.1530, -0.8791], [1.9401, 1.5419, 1.2517], [1.5090, 1.5143, -0.6140], [1.3818, -0.7694, 1.4331], [-1.2442, 1.1068, -1.4566]],
  "atomic_forces_ev_per_a": [[-1.423, 1.440, -1.595], [1.364, -3.159, 3.431], [1.092, -2.004, -1.540], [-0.264, -2.533, -4.594], [1.612, 0.967, 0.090], [-2.738, -0.071, -1.066], [-0.933, 2.487, 0.438], [-0.593, -0.776, 0.984], [0.384, 0.064, -0.088], [-0.375, 0.584, 0.187], [0.104, 1.407, 1.325], [0.777, 1.849, 2.197], [-0.118, 0.004, 1.965], [-0.011, -0.563, 0.904], [1.123, 0.301, -2.638]]
}

***

Listing energy above the lowest of the compared OMol25 structures with the same formula, charge and spin for the structures above in their given order: 641.0 571.5 588.7 kJ/mol.